{"formula": "C44H106BClNO20P", "method": "ωB97M-V with the def2-TZVPD basis set", "largest_force_ev_per_a": 1.6, "lumo_ev": -1.37, "energy_ev": -112271.346, "molar_mass_g_mol": 1046.6, "e_homo_ev": -8.20, "total_charge": 0, "gap_ev": 6.82, "species": ["C", "C", "C", "C", "P", "N", "C", "B", "O", "O", "C", "Cl", "C", "C", "C", "O", "C", "C", "C", "O", "H", "H", "H", "H", "H", "H", "H", "H", "H", "H", "C", "C", "O", "H", "H", "H", "H", "H", "H", "C", "C", "O", "H", "H", "H", "H", "H", "H", "C", "C", "O", "H", "H", "H", "H", "H", "H", "C", "C", "O", "H", "H", "H", "H", "H", "H", "C", "C", "O", "H", "H", "H", "H", "H", "H", "C", "C", "O", "H", "H", "H", "H", "H", "H", "C", "C", "O", "H", "H", "H", "H", "H", "H", "C", "C", "O", "H", "H", "H", "H", "H", "H", "C", "C", "O", "H", "H", "H", "H", "H", "H", "C", "C", "O", "H", "H", "H", "H", "H", "H", "C", "C", "O", "H", "H", "H", "H", "H", "H", "C", "C", "O", "H", "H", "H", "H", "H", "H", "C", "C", "O", "H", "H", "H", "H", "H", "H", "C", "C", "O", "H", "H", "H", "H", "H", "H", "C", "C", "O", "H", "H", "H", "H", "H", "H", "C", "C", "O", "H", "H", "H", "H", "H", "H"], "positions_angstrom": [[2.0819, 2.4897, 2.9558], [1.7409, 1.7573, 1.8880], [0.4262, 1.0703, 1.7972], [-0.7277, 1.8561, 1.6811], [-0.5869, 3.6688, 1.5819], [0.4098, 4.2364, 0.5136], [-1.9865, 1.2477, 1.6298], [-3.3367, 2.0902, 1.5256], [-4.0830, 2.0108, 0.4037], [-3.7266, 2.8836, 2.5955], [-2.0739, -0.1463, 1.6549], [-3.6658, -0.8281, 1.5916], [-0.9439, -0.9527, 1.7475], [0.3080, -0.3219, 1.8354], [1.5307, -1.1687, 1.9845], [2.6544, -0.7373, 1.8050], [1.3460, -2.5742, 2.4018], [0.1628, -3.1729, 2.3120], [-0.9984, -2.4489, 1.7486], [-1.9255, -3.0722, 1.2703], [1.7923, 2.1242, 3.9380], [2.6225, 3.4231, 2.8646], [2.4240, 1.6305, 1.0528], [-0.3335, 4.1321, 2.8858], [-1.8798, 4.1078, 1.2774], [0.9054, 3.5167, 0.0056], [-4.9312, 2.4632, 0.5563], [-3.7430, 3.8182, 2.3441], [2.2088, -3.0926, 2.8087], [-0.0139, -4.1967, 2.6164], [6.5909, 0.0807, 3.9877], [5.6603, 1.2306, 3.6452], [4.8321, 0.9315, 2.5315], [7.2185, -0.1658, 3.1305], [7.2340, 0.3320, 4.8328], [6.0186, -0.8142, 4.2452], [6.2318, 2.1172, 3.3726], [5.0349, 1.4799, 4.5113], [4.2995, 0.1581, 2.7506], [-7.4248, -3.2567, 2.4349], [-6.4558, -2.7639, 3.4941], [-5.6859, -3.8274, 4.0458], [-8.0987, -4.0035, 2.8571], [-8.0195, -2.4359, 2.0296], [-6.8855, -3.7277, 1.6098], [-6.9935, -2.3078, 4.3248], [-5.7812, -2.0144, 3.0698], [-5.1893, -4.2320, 3.3273], [-9.2422, 2.2506, 1.1252], [-7.9014, 2.2202, 1.8255], [-6.8435, 2.5753, 0.9264], [-9.2285, 1.5765, 0.2688], [-10.0486, 1.9541, 1.7962], [-9.4625, 3.2529, 0.7470], [-7.6713, 1.2154, 2.1818], [-7.8874, 2.8947, 2.6864], [-7.0117, 3.4675, 0.6055], [4.8056, -4.9272, 5.6496], [3.6027, -4.0663, 5.3142], [2.9497, -4.5082, 4.1282], [5.5176, -4.9204, 4.8238], [5.3071, -4.5666, 6.5489], [4.5023, -5.9631, 5.8150], [3.9080, -3.0354, 5.1318], [2.8907, -4.0695, 6.1467], [2.6568, -5.4191, 4.2633], [-5.7084, 5.7707, -1.0258], [-4.7289, 6.1796, 0.0541], [-3.9537, 5.0670, 0.5045], [-6.3975, 5.0039, -0.6658], [-6.2951, 6.6237, -1.3701], [-5.1648, 5.3522, -1.8698], [-5.2423, 6.5811, 0.9274], [-4.0509, 6.9486, -0.3248], [-3.4861, 4.7240, -0.2687], [6.4739, -0.7946, -0.4148], [5.5708, -0.4522, -1.5823], [4.3562, -1.2003, -1.5371], [6.7088, -1.8603, -0.4119], [7.4082, -0.2318, -0.4557], [5.9763, -0.5637, 0.5299], [6.0544, -0.6970, -2.5283], [5.3342, 0.6167, -1.5858], [3.9112, -0.9838, -0.7100], [-5.6771, -0.9095, -1.8201], [-6.9249, -0.0642, -1.9924], [-7.7264, -0.0493, -0.8146], [-5.9454, -1.9342, -1.5595], [-5.0827, -0.9261, -2.7348], [-5.0534, -0.5136, -1.0152], [-7.5573, -0.4637, -2.7847], [-6.6482, 0.9627, -2.2577], [-7.1879, 0.3173, -0.1039], [-11.0809, -1.1900, 3.7669], [-10.7930, 0.2595, 4.1088], [-11.6194, 1.1581, 3.3723], [-10.9363, -1.3633, 2.6999], [-10.4257, -1.8618, 4.3233], [-12.1162, -1.4446, 4.0059], [-9.7646, 0.5150, 3.8535], [-10.9312, 0.4315, 5.1813], [-12.5365, 0.9643, 3.5890], [-2.9889, 7.7493, -4.3428], [-2.6552, 7.0950, -3.0170], [-3.1985, 5.7757, -2.9284], [-4.0705, 7.7981, -4.4811], [-2.5816, 8.7603, -4.3928], [-2.5783, 7.1690, -5.1725], [-3.0800, 7.6605, -2.1890], [-1.5713, 7.0471, -2.8773], [-2.8195, 5.2617, -3.6490], [5.5505, -0.8466, -6.0062], [5.2756, 0.6387, -5.8748], [6.3495, 1.4090, -6.4203], [6.4818, -1.1051, -5.5010], [4.7421, -1.4363, -5.5723], [5.6580, -1.1279, -7.0568], [5.1859, 0.9237, -4.8275], [4.3429, 0.9068, -6.3803], [6.4363, 1.1829, -7.3509], [0.3960, -2.6298, -2.0875], [-1.0881, -2.3457, -2.2436], [-1.8908, -3.3524, -1.6430], [0.6453, -3.5948, -2.5298], [1.0015, -1.8581, -2.5658], [0.6712, -2.6733, -1.0292], [-1.3651, -2.3161, -3.2972], [-1.3327, -1.3705, -1.8017], [-1.6515, -3.3721, -0.7083], [1.9036, -9.8291, 3.5984], [1.2317, -8.4782, 3.7376], [2.0802, -7.4075, 3.3133], [2.8239, -9.8637, 4.1791], [1.2521, -10.6280, 3.9379], [2.1644, -10.0178, 2.5533], [0.9864, -8.2759, 4.7796], [0.3047, -8.4527, 3.1556], [2.3017, -7.5534, 2.3885], [7.4290, 4.9855, -5.3949], [7.8380, 4.3740, -4.0685], [7.0384, 3.2428, -3.7409], [6.3799, 5.2819, -5.3637], [8.0376, 5.8605, -5.6279], [7.5426, 4.2597, -6.2025], [7.7081, 5.0908, -3.2584], [8.8926, 4.0783, -4.1001], [7.1509, 2.5944, -4.4458], [-3.0216, 7.8135, -9.1477], [-2.0890, 8.1774, -8.0074], [-1.3838, 7.0344, -7.5279], [-3.7348, 7.0549, -8.8243], [-3.5734, 8.6861, -9.5000], [-2.4597, 7.4004, -9.9886], [-2.6515, 8.5702, -7.1620], [-1.3720, 8.9408, -8.3266], [-0.8683, 6.6748, -8.2561], [12.9701, 2.9133, -4.2700], [12.0172, 4.0619, -4.5422], [11.1703, 3.8022, -5.6574], [13.5855, 2.7157, -5.1482], [13.6243, 3.1376, -3.4264], [12.4171, 1.9992, -4.0415], [12.5682, 4.9690, -4.7861], [11.4048, 4.2628, -3.6558], [10.6605, 3.0099, -5.4603], [2.0760, -14.6989, 5.5481], [2.6834, -13.3758, 5.9732], [1.9747, -12.2624, 5.4318], [2.0624, -14.7777, 4.4607], [2.6421, -15.5384, 5.9532], [1.0442, -14.7806, 5.8979], [3.7060, -13.2877, 5.6095], [2.7024, -13.3007, 7.0655], [1.0683, -12.3111, 5.7530]]}